No. 1
The following is a DFT calculation (ωB97M-V/def2-TZVPD) of a cluster of 2 separate species, C25H41BN2O9P in total.

The energy above the lowest of the compared OMol25 structures with the same formula, charge and spin is 0.000 eV. Its spin multiplicity is 1. As for the charge: -1. Its HOMO-LUMO gap is 7.158 eV. The molar mass is 555.39 g mol⁻¹.

Each line ends with the Mulliken charge.
Geometry (Å):
C (1.78, -3.08, 2.73)  -0.687
C (2.01, -1.64, 3.35)  0.566
C (1.55, -1.23, 4.68)  -0.622
C (1.79, 0.13, 5.23)  -0.619
C (2.48, 1.12, 4.37)  -0.613
C (2.91, 0.70, 3.02)  0.860
C (3.61, 1.73, 2.04)  -1.199
C (2.40, 2.59, 1.40)  -0.087
O (1.28, 1.72, 1.21)  0.343
B (0.48, 2.14, 0.03)  0.111
C (0.50, 1.19, -1.33)  -1.320
C (1.23, -0.21, -1.16)  0.803
C (0.74, -1.33, -2.17)  -0.921
C (0.26, -2.68, -1.42)  -0.756
N (-0.89, -2.47, -0.53)  0.392
C (-1.79, -1.41, -0.51)  0.030
C (-2.82, -1.50, 0.52)  -0.331
C (-2.48, -2.82, 1.18)  -0.739
C (-1.30, -3.36, 0.49)  -0.554
C (-1.04, 2.31, 0.64)  0.212
O (-1.41, 3.70, 0.93)  -0.335
C (-2.80, 3.77, 1.14)  -0.557
O (-3.24, 2.94, 2.24)  -0.324
C (-4.33, 2.11, 1.87)  -0.050
C (-4.64, 1.06, 3.02)  -0.371
O (-3.55, 1.03, 3.95)  -0.555
O (1.20, 3.38, -0.40)  -0.574
C (2.56, 3.10, -0.11)  0.173
P (3.81, 4.48, -0.28)  1.005
O (3.85, 4.88, -1.73)  -0.728
O (3.51, 5.77, 0.72)  -0.530
O (5.33, 3.78, 0.03)  -0.562
C (2.70, -0.66, 2.49)  -0.458
H (1.76, -2.96, 1.61)  -0.146
H (2.66, -3.71, 3.02)  0.334
H (0.79, -3.46, 3.11)  0.317
H (1.00, -1.96, 5.33)  0.310
H (1.43, 0.41, 6.25)  0.338
H (2.65, 2.16, 4.76)  0.321
H (4.33, 2.40, 2.60)  0.357
H (4.17, 1.19, 1.23)  0.373
H (2.21, 3.45, 2.11)  0.165
H (-0.55, 1.10, -1.74)  0.397
H (1.08, 1.77, -2.12)  0.152
H (2.33, -0.03, -1.38)  0.512
H (1.16, -0.57, -0.10)  -0.450
H (-0.03, -0.98, -2.91)  0.359
H (1.63, -1.65, -2.80)  0.231
H (0.03, -3.44, -2.20)  0.502
H (1.17, -3.05, -0.84)  0.243
H (-1.83, -0.51, -1.16)  0.184
H (-3.64, -0.78, 0.74)  0.251
H (-3.04, -3.30, 2.02)  0.318
H (-0.77, -4.33, 0.68)  0.426
H (-1.16, 1.69, 1.59)  -0.062
H (-1.86, 1.92, -0.06)  0.024
H (-3.38, 3.48, 0.21)  0.414
H (-3.12, 4.83, 1.40)  0.194
H (-4.14, 1.58, 0.88)  0.121
H (-5.25, 2.78, 1.73)  0.317
H (-5.56, 1.38, 3.59)  0.304
H (-4.84, 0.01, 2.64)  0.180
H (-2.83, 0.50, 3.56)  0.308
H (2.95, 2.32, -0.82)  -0.096
H (3.22, 5.48, 1.61)  0.364
H (5.21, 2.84, -0.23)  0.339
H (3.06, -0.89, 1.46)  0.079
C (-0.68, -3.23, -4.80)  0.518
O (0.38, -3.77, -4.50)  -0.627
N (-1.32, -3.38, -5.98)  0.089
C (-2.57, -2.71, -6.27)  -0.890
C (-0.74, -4.24, -6.99)  -0.954
H (-1.20, -2.56, -4.10)  -0.056
H (-3.34, -3.46, -6.48)  0.329
H (-2.44, -2.07, -7.14)  0.328
H (-2.89, -2.10, -5.42)  0.314
H (-0.63, -5.25, -6.59)  0.294
H (0.26, -3.87, -7.25)  0.291
H (-1.36, -4.26, -7.88)  0.382

=====

No. 2
The following is a DFT calculation (ωB97M-V/def2-TZVPD) of a structure of composition C25H41Cl3CuN3O3Si.

Its expectation value of S² is 0.753. Its spin multiplicity is 2. As for the charge: -1. Its HOMO-LUMO gap (spin up / spin down) is 6.961 / 7.006 eV. The molar mass is 629.61 g mol⁻¹.

Each line ends with the Mulliken spin population.
Geometry (Å):
C (2.80, -2.24, -3.00)  -0.003
C (2.08, -1.58, -4.13)  0.001
H (2.85, -3.32, -3.15)  0.000
H (2.30, -2.04, -2.04)  0.003
H (3.83, -1.87, -2.92)  0.000
C (1.87, -2.15, -5.33)  0.000
C (2.46, -3.45, -5.75)  0.000
H (1.27, -1.64, -6.08)  0.000
H (2.40, -4.21, -4.96)  0.000
H (3.51, -3.35, -6.05)  0.000
H (1.91, -3.82, -6.62)  0.000
Cu (0.32, -0.23, 4.06)  0.693
Cl (1.88, 1.28, 4.82)  0.001
Cl (1.17, -1.08, 2.16)  0.133
C (0.05, 2.15, 2.58)  0.000
O (-0.70, 1.24, 3.01)  0.031
N (-0.39, 3.15, 1.82)  0.002
C (-1.80, 3.23, 1.46)  0.002
C (0.52, 4.13, 1.21)  0.000
H (1.11, 2.18, 2.84)  -0.002
H (-2.38, 2.64, 2.17)  0.000
H (-1.96, 2.85, 0.44)  0.000
H (-2.11, 4.28, 1.50)  0.000
H (1.51, 3.99, 1.66)  0.000
H (0.16, 5.14, 1.40)  0.000
H (0.60, 3.97, 0.12)  0.000
H (0.56, -4.61, 3.00)  -0.001
H (-0.28, -2.94, 1.30)  0.001
C (-0.42, -4.64, 3.49)  0.001
C (-1.28, -3.22, 1.67)  -0.003
N (-1.22, -3.50, 3.09)  -0.001
H (-0.28, -4.59, 4.57)  -0.001
C (-1.63, -2.57, 3.99)  -0.001
O (-1.93, -1.40, 3.74)  0.001
H (-1.98, -2.40, 1.48)  0.000
H (-1.63, -2.95, 5.03)  0.000
H (-0.93, -5.57, 3.21)  0.000
H (-1.60, -4.13, 1.15)  0.000
O (0.36, -0.43, -3.01)  0.001
C (1.52, -0.20, -3.80)  0.000
C (0.08, 0.64, -5.76)  0.000
C (1.26, 0.67, -5.02)  0.000
H (-0.76, 0.02, -5.42)  0.000
C (-0.01, 1.38, -6.94)  0.000
H (2.28, 0.30, -3.18)  0.000
C (2.34, 1.48, -5.43)  0.000
H (-0.93, 1.37, -7.52)  0.000
C (1.09, 2.14, -7.39)  0.000
C (2.26, 2.18, -6.63)  0.000
H (3.24, 1.48, -4.81)  0.000
H (1.03, 2.70, -8.33)  0.000
H (3.13, 2.76, -6.97)  0.000
Si (-0.58, 0.43, -1.92)  0.000
Cl (1.03, -2.20, 5.04)  0.111
C (-2.36, 0.03, -2.33)  0.000
C (-0.26, 2.26, -2.14)  0.000
C (-0.14, -0.24, -0.27)  0.002
H (-2.54, 0.19, -3.40)  0.000
H (-3.03, 0.69, -1.75)  0.000
H (-2.58, -1.01, -2.08)  0.000
H (-0.20, -1.33, -0.27)  -0.004
H (-0.77, 0.14, 0.54)  0.000
H (0.90, 0.03, -0.04)  -0.004
H (-0.41, 2.53, -3.19)  0.000
H (0.77, 2.52, -1.85)  0.000
H (-0.95, 2.85, -1.52)  0.000
C (-2.38, 1.23, 8.05)  -0.003
C (-1.76, 2.19, 7.24)  0.004
C (-0.97, 1.75, 6.17)  -0.003
N (-0.80, 0.46, 5.88)  0.035
C (-1.33, -0.46, 6.69)  -0.005
C (-2.14, -0.12, 7.78)  0.003
H (-3.04, 1.53, 8.88)  0.000
H (-1.88, 3.26, 7.39)  0.000
H (-0.44, 2.46, 5.54)  0.000
H (-1.08, -1.48, 6.45)  0.002
H (-2.57, -0.93, 8.37)  0.000

=====

No. 3
The following is a DFT calculation (ωB97M-V/def2-TZVPD) of a structure of composition C25H41Cl5N11O2PRhS.

The energy above the lowest of the compared OMol25 structures with the same formula, charge and spin is 0.905 eV. Its spin multiplicity is 1. As for the charge: +3. Its HOMO-LUMO gap (spin up / spin down) is 7.245 / 7.385 eV. The molar mass is 870.89 g mol⁻¹.

Each line ends with the Mulliken charge.
Geometry (Å):
Rh (-0.22, -0.26, -0.09)  -0.545
C (4.62, -2.32, 0.04)  -0.693
N (4.66, -0.80, -0.24)  0.070
C (5.04, -0.60, -1.71)  -0.800
N (4.13, -1.30, -2.56)  0.222
C (4.15, -2.73, -2.25)  -0.942
N (3.75, -2.98, -0.86)  0.192
C (2.34, -2.69, -0.63)  -1.226
P (1.93, -0.91, -0.93)  2.559
C (3.33, -0.17, 0.06)  -1.298
C (2.78, -0.73, -2.58)  -1.331
H (4.30, -2.44, 1.08)  0.427
H (5.65, -2.67, -0.07)  0.356
H (5.37, -0.38, 0.35)  0.357
H (6.05, -0.98, -1.83)  0.364
H (5.02, 0.48, -1.90)  0.375
H (5.16, -3.11, -2.41)  0.316
H (3.47, -3.25, -2.92)  0.375
H (2.06, -2.95, 0.40)  0.512
H (1.74, -3.31, -1.29)  0.417
H (3.13, -0.27, 1.12)  0.531
H (3.41, 0.89, -0.17)  0.394
H (2.83, 0.33, -2.85)  0.512
H (2.21, -1.23, -3.35)  0.474
Cl (-0.24, 0.77, -6.45)  -0.175
C (-0.05, 1.87, -5.15)  0.925
C (-0.48, 1.50, -3.87)  -0.765
C (-0.33, 2.38, -2.80)  0.283
Cl (-0.88, 2.01, -1.19)  0.012
C (0.21, 3.65, -3.01)  -0.024
Cl (0.35, 4.74, -1.71)  -0.161
C (0.64, 4.01, -4.29)  0.461
Cl (1.32, 5.55, -4.54)  -0.107
C (0.52, 3.12, -5.36)  -0.120
Cl (1.03, 3.57, -6.92)  -0.116
C (-3.89, -0.02, 0.19)  -0.855
S (-2.56, -1.13, -0.24)  0.681
C (-3.03, -2.55, 0.72)  -1.107
O (-2.78, -1.50, -1.67)  -0.553
H (-4.83, -0.52, -0.07)  0.563
H (-3.77, 0.88, -0.41)  0.270
H (-3.84, 0.21, 1.25)  -0.016
H (-3.15, -2.27, 1.77)  0.246
H (-2.25, -3.30, 0.62)  0.300
H (-3.97, -2.92, 0.31)  0.525
C (-3.50, -1.42, -5.24)  -0.998
N (-2.06, -1.59, -4.90)  0.246
C (-1.38, -2.83, -5.28)  -0.903
C (-1.49, -0.66, -4.26)  0.099
N (-1.12, 0.29, -3.66)  0.108
H (-4.05, -2.26, -4.83)  0.375
H (-3.58, -1.39, -6.33)  0.405
H (-3.87, -0.50, -4.80)  0.337
H (-2.04, -3.38, -5.95)  0.368
H (-1.19, -3.44, -4.40)  0.321
H (-0.46, -2.61, -5.81)  0.346
N (1.87, -1.62, 5.94)  -0.358
C (1.18, -1.30, 4.86)  0.562
N (-0.02, -0.72, 4.99)  -0.201
N (1.74, -1.57, 3.67)  -0.739
C (1.08, -1.37, 2.58)  0.564
N (0.59, -1.27, 1.53)  -0.736
H (1.52, -1.48, 6.87)  0.202
H (2.74, -2.12, 5.83)  0.249
H (-0.44, -0.59, 5.89)  0.266
H (-0.57, -0.49, 4.17)  -0.044
C (0.11, 2.87, 2.08)  -0.817
N (-0.95, 2.61, 3.04)  0.388
C (-1.28, 3.74, 3.92)  -0.626
C (-2.69, 3.59, 4.46)  -0.757
C (-2.84, 2.20, 5.03)  -0.701
N (-2.54, 1.21, 3.99)  0.413
C (-3.27, -0.05, 4.05)  -1.152
C (-1.68, 1.47, 2.97)  -0.246
O (-1.53, 0.65, 2.03)  0.415
H (-0.19, 3.63, 1.36)  0.429
H (0.36, 1.95, 1.55)  -0.196
H (0.99, 3.23, 2.61)  0.400
H (-1.20, 4.66, 3.33)  0.368
H (-0.55, 3.81, 4.73)  0.335
H (-3.42, 3.74, 3.66)  0.304
H (-2.88, 4.34, 5.23)  0.382
H (-3.86, 2.02, 5.37)  0.429
H (-2.17, 2.05, 5.89)  0.262
H (-4.32, 0.08, 3.80)  0.355
H (-3.21, -0.45, 5.06)  0.445
H (-2.81, -0.76, 3.37)  0.213